P) Computed, not measured: a structure of composition C4H5NO2, with the ωB97M-V functional and the def2-TZVPD basis.

Each line ends with the natural charge from an NBO analysis.
Geometry (Å):
C  -0.3381  0.9626  -0.0275  -0.52
C  -0.2652  -1.0112  -0.0421  -0.51
C  0.8288  -0.0048  0.1185  -0.12
C  -1.4319  -0.0245  -0.2377  0.24
N  -2.7187  -0.0055  -0.0069  0.41
O  -3.2853  1.1475  -0.0074  -0.44
O  -3.2883  -1.0496  0.0924  -0.37
H  -0.5190  1.5890  0.8961  0.28
H  -0.0499  1.7353  -0.5756  0.27
H  -0.1643  -1.9171  -0.7355  0.26
H  -0.2856  -1.4639  0.9805  0.28
H  1.8940  0.1134  0.0850  0.22

E_HOMO (alpha / beta) ... -8.631 / -9.506 eV

---

Q) Computed, not measured: an isolated molecule of C4H5NO2, with the ωB97M-V functional and the def2-TZVPD basis.

Each line ends with the natural charge from an NBO analysis.
Geometry (Å):
O  1.5400  0.9534  1.6110  -0.55
C  0.7633  0.3436  0.9164  0.65
N  -0.4447  -0.1909  1.3270  -0.63
C  -1.1620  -0.6982  0.2289  0.00
C  -0.4429  -0.6625  -0.8912  -0.31
C  0.8507  0.0446  -0.6078  -0.03
O  0.9160  1.2379  -1.3576  -0.67
H  -0.8292  0.0189  2.2337  0.42
H  -2.1567  -1.0941  0.3749  0.22
H  -0.7420  -0.9979  -1.8758  0.23
H  1.7519  -0.5380  -0.8149  0.21
H  0.0581  1.6397  -1.1819  0.46

E_HOMO ... -9.111 eV
SMILES ... O=C1NC=C[C@H]1O

---

R) Computed, not measured: an isolated molecule of C4H5NO2, with the ωB97M-V functional and the def2-TZVPD basis.

Each line ends with the natural charge from an NBO analysis.
Geometry (Å):
O  -0.3406  1.7004  -2.2211  -0.49
C  0.1363  1.2721  -1.2019  0.43
C  -0.4714  0.1371  -0.4069  -0.04
C  0.4697  -1.0567  -0.1265  -0.28
N  0.3173  -1.3094  1.3112  -0.45
C  -0.3023  -0.3070  1.7649  0.38
O  -0.7288  0.6579  0.9108  -0.49
H  1.0605  1.6989  -0.7563  0.11
H  -1.4219  -0.1623  -0.8615  0.20
H  1.5234  -0.8149  -0.3204  0.20
H  0.2204  -1.9412  -0.7161  0.22
H  -0.5396  -0.1154  2.8054  0.20

E_HOMO ... -10.116 eV
SMILES ... O=C[C@H]1CN=CO1

---

S) Computed, not measured: a structure of composition C4H5NO2, with the ωB97M-V functional and the def2-TZVPD basis.

Each line ends with the natural charge from an NBO analysis.
Geometry (Å):
O  1.1204  2.3005  0.5518  -0.60
C  0.5334  1.2343  0.4505  0.58
N  1.1522  0.0382  0.1827  -0.61
C  0.3773  -0.9461  -0.5118  -0.29
C  -1.0237  -0.8758  -0.0001  0.21
O  -1.3477  -0.2775  1.1566  -0.47
C  -0.9187  0.9996  0.4519  -0.09
H  2.1435  0.0805  0.0420  0.41
H  0.8763  -1.9202  -0.4945  0.22
H  0.2092  -0.6991  -1.5782  0.21
H  -1.6110  -1.7837  -0.3254  0.20
H  -1.5112  1.8493  0.0745  0.24

E_HOMO (alpha / beta) ... -8.614 / -8.612 eV

---

Here is how they stack up, most stable first: Q), R), S), P).

---

P) Computed, not measured: a cluster of 2 separate species, C4H5NO2 in total, with the ωB97M-V functional and the def2-TZVPD basis.

Each line ends with the natural charge from an NBO analysis.
Geometry (Å):
C  1.6206  0.7066  0.1957  -0.41
C  1.5471  -0.6465  -0.0171  -0.08
C  -1.1564  -0.5076  0.0685  0.52
C  -1.5870  1.0214  -0.0147  0.34
H  2.7886  1.4225  0.6656  0.23
H  0.6389  1.2903  0.3583  0.24
H  2.1655  -1.5628  -0.5088  0.25
H  -0.1307  -2.1751  -0.3759  0.43
H  -2.8547  0.7530  -0.2546  0.19
N  0.0815  -1.0908  -0.2426  -0.63
O  -2.0943  -1.4144  0.2582  -0.60
O  -1.0191  2.2035  -0.1326  -0.49

E_HOMO ... -9.347 eV

---

Q) Computed, not measured: an isolated molecule of C4H5NO2, with the ωB97M-V functional and the def2-TZVPD basis.

Each line ends with the natural charge from an NBO analysis.
Geometry (Å):
O  1.7126  1.5607  0.3439  -0.47
C  1.8562  0.3853  0.1093  0.33
C  0.8740  -0.6863  0.4092  0.56
O  1.3230  -1.8079  0.3370  -0.51
N  -0.4544  -0.3956  0.7343  -0.42
C  -1.2840  -0.5186  -0.5186  -0.25
C  -1.1736  0.7486  0.2173  -0.24
H  2.7531  -0.1263  -0.2748  0.14
H  -2.0084  -1.2640  -0.2925  0.22
H  -0.9196  -0.4913  -1.5748  0.21
H  -0.6769  1.5481  -0.3128  0.22
H  -2.0021  1.0473  0.8226  0.21

E_HOMO ... -9.968 eV
SMILES ... O=CC(=O)N1CC1

---

R) Computed, not measured: a structure of composition C4H5NO2, with the ωB97M-V functional and the def2-TZVPD basis.

Each line ends with the natural charge from an NBO analysis.
Geometry (Å):
N  1.6989  0.1282  1.7907  -0.76
C  0.5972  -0.4136  1.3067  0.14
C  -0.4202  0.1252  0.6300  -0.47
C  -0.9166  -0.0027  -0.6565  0.19
O  -2.1699  0.3874  -1.0270  -0.67
C  -0.1967  -0.7054  -1.7638  0.36
O  0.9594  -1.0400  -1.6628  -0.47
H  2.3012  -0.4087  2.3962  0.39
H  2.0279  1.0620  1.5635  0.36
H  -0.3682  1.1749  -0.0277  0.29
H  -2.6708  0.5480  -0.2133  0.50
H  -0.8067  -0.9116  -2.6637  0.13

E_HOMO (alpha / beta) ... -7.917 / -7.915 eV

---

Here is how they stack up, most stable first: Q), R), P).

---

P) Computed, not measured: an isolated molecule of C4H5NO2, with the ωB97M-V functional and the def2-TZVPD basis.

Each line ends with the natural charge from an NBO analysis.
Geometry (Å):
O  -0.9785  2.4235  0.0194  -0.52
C  -0.4038  1.3752  0.0795  0.80
C  -1.0385  0.0138  0.1533  -0.56
C  -0.1682  -1.1388  -0.3837  -0.25
N  1.2149  -0.8098  -0.6965  -0.46
C  1.6463  0.2031  -0.0873  0.40
O  0.9581  1.3487  0.2501  -0.51
H  -1.1800  -0.1319  1.2302  0.25
H  -2.0270  0.0685  -0.2989  0.25
H  -0.6888  -1.7754  -1.1059  0.21
H  0.0378  -1.8183  0.4517  0.21
H  2.6277  0.2413  0.3880  0.18

E_HOMO ... -9.935 eV
SMILES ... O=C1CCN=CO1

---

Q) Computed, not measured: an isolated molecule of C4H5NO2, with the ωB97M-V functional and the def2-TZVPD basis.

Each line ends with the natural charge from an NBO analysis.
Geometry (Å):
C  0.8149  -0.0879  -0.0058  -0.64
C  -0.6314  0.2111  0.0296  -0.10
C  -1.3436  1.3507  0.0125  0.08
O  -2.6766  1.1319  -0.0021  -0.30
N  -2.8851  -0.2703  0.0057  0.37
O  -4.0293  -0.6730  -0.0243  -0.45
C  -1.7313  -0.8705  0.0385  -0.10
H  1.1445  -0.2160  -1.0373  0.23
H  1.3923  0.7170  0.4406  0.23
H  1.0108  -1.0143  0.5268  0.23
H  -1.0600  2.3836  0.0087  0.22
H  -1.6148  -1.9305  0.0562  0.23

E_HOMO ... -8.559 eV
SMILES ... Cc1co[n+]([O-])c1

---

Here is how they stack up, most stable first: P), Q).

---

P) Computed, not measured: a cluster of 2 separate species, C4H5NO2 in total, with the ωB97M-V functional and the def2-TZVPD basis.

Each line ends with the natural charge from an NBO analysis.
Geometry (Å):
C  0.4753  0.1832  -1.8997  -0.25
O  1.5340  -0.3019  -1.1045  -0.46
C  1.3789  0.0270  0.1186  0.50
N  1.2851  0.5019  1.1710  0.11
O  1.0523  0.7724  2.3368  -0.49
H  -0.4299  -0.1226  -1.3949  0.20
H  0.5335  1.2602  -1.8189  0.19
H  0.5976  -0.2133  -2.9028  0.21
C  -1.3886  -0.6381  1.5208  -0.23
C  -2.0916  -1.3015  0.7969  -0.28
H  -0.7946  -0.1191  2.2203  0.25
H  -2.7803  -1.9069  0.2921  0.23

E_HOMO ... -9.227 eV
SMILES ... COC#[N+][O-].C#C

---

Q) Computed, not measured: an isolated molecule of C4H5NO2, with the ωB97M-V functional and the def2-TZVPD basis.

Each line ends with the natural charge from an NBO analysis.
Geometry (Å):
N  1.0601  1.6493  0.4138  -0.78
C  0.3462  0.5493  0.0079  0.07
C  -0.9191  0.3621  -0.3897  -0.29
C  -1.1765  -1.1053  -0.2365  -0.09
O  0.1115  -1.7225  -0.3785  -0.47
C  1.0440  -0.7654  -0.1586  0.74
O  2.2311  -0.9549  -0.1870  -0.56
H  0.4926  2.3687  0.8391  0.38
H  1.8626  1.4001  0.9797  0.40
H  -1.6493  1.0625  -0.7677  0.23
H  -1.9079  -1.5325  -0.9177  0.20
H  -1.4954  -1.3113  0.7951  0.19

E_HOMO ... -8.843 eV
SMILES ... NC1=CCOC1=O

---

R) Computed, not measured: an isolated molecule of C4H5NO2, with the ωB97M-V functional and the def2-TZVPD basis.

Each line ends with the natural charge from an NBO analysis.
Geometry (Å):
C  -1.2504  1.4278  0.2484  -0.29
O  0.1442  1.5222  0.1027  -0.45
C  0.5533  0.3377  0.0507  0.64
C  -0.0574  -0.9401  -0.2441  -0.51
C  1.0448  -1.8056  -0.3130  -0.01
N  2.1664  -1.1723  0.0085  -0.15
O  1.9050  0.2325  0.2242  -0.30
H  -1.8632  0.8563  -0.4912  0.21
H  -1.4172  0.9677  1.3718  0.20
H  -1.2945  2.5732  0.2050  0.22
H  -1.0353  -1.2412  -0.7121  0.24
H  1.1043  -2.7582  -0.4508  0.20

E_HOMO ... -8.837 eV
SMILES ... COc1ccno1

---

Here is how they stack up, most stable first: Q), R), P).

---

P) Computed, not measured: a cluster of 2 separate species, C5H14NO2 in total, with the ωB97M-V functional and the def2-TZVPD basis.

Each line ends with the natural charge from an NBO analysis.
Geometry (Å):
C  0.9759  0.2855  -0.9836  -0.10
O  0.7734  0.3047  -2.3665  -0.72
C  -0.2491  0.4426  -0.1136  -0.08
C  0.1845  0.8798  1.2912  -0.47
C  1.2550  -0.0356  1.9030  -0.20
C  0.9538  -0.8913  2.8679  -0.35
N  -1.2282  1.4329  -0.7556  -0.69
H  1.6037  -0.5336  -0.6124  0.22
H  1.6334  1.1729  -0.8741  0.19
H  0.3560  -0.5052  -2.7018  0.50
H  -0.7956  -0.4991  -0.0573  0.24
H  -0.6079  0.9000  2.0409  0.23
H  0.5659  1.9101  1.3165  0.22
H  2.2385  -0.0278  1.4543  0.21
H  -0.0500  -0.8888  3.2756  0.20
H  1.7550  -1.4689  3.2884  0.22
H  -2.1231  1.0139  -0.9948  0.45
H  -1.3395  2.3055  -0.2416  0.44
H  -0.7406  1.6911  -1.6235  0.46
H  -1.2361  -3.0467  -1.8889  0.49
H  -2.3599  -2.3047  -2.3858  0.48
O  -1.5652  -2.1375  -1.8383  -0.97

E_HOMO ... -13.439 eV
Total charge ... +1

---

Q) Computed, not measured: a cluster of 2 separate species, C5H14NO2 in total, with the ωB97M-V functional and the def2-TZVPD basis.

Each line ends with the natural charge from an NBO analysis.
Geometry (Å):
C  -0.8676  0.8247  -1.0752  -0.08
O  0.0532  1.6872  -1.7418  -0.76
C  0.0873  -0.2226  -0.2408  -0.03
C  -0.3890  -1.5971  0.1490  -0.50
C  -1.7282  -1.3721  0.8635  -0.19
C  -1.8049  -0.9664  2.1238  -0.36
N  1.3793  -0.2297  -1.1568  -0.71
H  -1.4706  1.3379  -0.3544  0.21
H  -1.4097  0.3575  -1.8843  0.19
H  -0.4628  2.4132  -2.1150  0.51
H  0.3969  0.3069  0.6647  0.25
H  0.2558  -2.0607  0.9220  0.24
H  -0.6113  -2.3382  -0.6097  0.24
H  -2.6007  -1.4858  0.2191  0.21
H  -0.8657  -0.7691  2.6578  0.19
H  -2.6925  -0.9115  2.7287  0.23
H  1.6960  0.7460  -1.0906  0.48
H  2.1008  -0.9057  -0.9041  0.43
H  1.0949  -0.4475  -2.1091  0.43
H  2.9223  1.2807  1.4076  0.48
H  2.6892  2.5339  0.5440  0.49
O  2.2274  1.8184  1.0016  -0.96

E_HOMO ... -13.400 eV
Total charge ... +1

---

Here is how they stack up, most stable first: P), Q).